Entry 1:
{"formula": "C25H22BrN3NaO2Sb", "method": "ωB97M-V with the def2-TZVPD basis set", "e_homo_ev": -8.6, "gap_ha": 0.32710, "elements": ["Na", "C", "C", "C", "C", "C", "C", "N", "Sb", "C", "C", "C", "C", "C", "C", "N", "C", "C", "C", "C", "C", "C", "N", "H", "H", "H", "H", "H", "H", "H", "H", "H", "H", "H", "H", "H", "H", "H", "H", "H", "H", "Br", "C", "C", "C", "C", "C", "C", "C", "O", "O", "H", "H", "H", "H"], "xyz": [[-0.3824, -0.4664, -0.3229], [-3.9581, 0.0465, -0.1241], [-3.2828, -0.8529, -1.1123], [-3.6053, -0.8225, -2.4675], [-2.9519, -1.6774, -3.3377], [-1.9837, -2.5354, -2.8370], [-1.6994, -2.4894, -1.4787], [-2.3460, -1.6820, -0.6412], [-0.1546, -3.7402, -0.6394], [-0.3924, -3.0680, 1.3838], [-0.5031, -3.9857, 2.4184], [-0.6538, -3.5077, 3.7117], [-0.6807, -2.1401, 3.9226], [-0.5607, -1.2820, 2.8307], [-0.5619, 0.2104, 2.9908], [-0.4230, -1.7542, 1.5904], [1.3254, -2.2791, -1.1884], [1.7001, -2.1128, -2.5121], [2.7294, -1.2298, -2.8024], [3.3339, -0.5485, -1.7658], [2.8640, -0.7324, -0.4686], [3.4282, 0.0617, 0.6717], [1.8876, -1.5984, -0.1908], [-4.9383, 0.3619, -0.4782], [-3.3283, 0.9279, 0.0185], [-4.0536, -0.4593, 0.8356], [-4.3579, -0.1343, -2.8287], [-3.2003, -1.6822, -4.3914], [-1.4621, -3.2306, -3.4836], [-0.4739, -5.0488, 2.2159], [-0.7493, -4.1943, 4.5434], [-0.7935, -1.7375, 4.9203], [-0.9087, 0.5024, 3.9805], [-1.1885, 0.6692, 2.2251], [0.4517, 0.5946, 2.8475], [1.2168, -2.6817, -3.2977], [3.0498, -1.0745, -3.8248], [4.1374, 0.1493, -1.9555], [4.5181, 0.0649, 0.6386], [3.0929, -0.3563, 1.6188], [3.0848, 1.0981, 0.6032], [2.3277, 3.1532, -2.7372], [1.6146, 3.7823, -1.0993], [2.1065, 5.0098, -0.6707], [1.6023, 5.6024, 0.4722], [0.5848, 4.9856, 1.1811], [0.0858, 3.7740, 0.7419], [0.5964, 3.1338, -0.3886], [-0.0079, 1.7662, -0.6878], [0.6242, 0.9452, -1.3883], [-1.1029, 1.4900, -0.1325], [2.8832, 5.4961, -1.2447], [1.9929, 6.5583, 0.7975], [0.1851, 5.4469, 2.0751], [-0.7187, 3.2737, 1.2627]]}

Entry 2:
{"formula": "C25H22BrN3O4PtS", "method": "ωB97M-V with the def2-TZVPD basis set", "e_homo_ev": [-13.9, -13.9], "total_charge": 2, "de_lowest_ev": 1.169, "gap_ha": [0.12177, 0.12187], "elements": ["Pt", "C", "C", "C", "C", "C", "Br", "N", "C", "H", "H", "H", "H", "H", "H", "N", "C", "C", "C", "C", "C", "C", "C", "C", "C", "H", "H", "H", "H", "C", "C", "C", "C", "C", "C", "C", "S", "O", "O", "N", "C", "C", "C", "O", "O", "H", "H", "H", "H", "H", "H", "H", "H", "H", "H", "H", "H"], "xyz": [[0.6036, 0.2812, -0.3523], [-0.3487, 0.5150, 5.1904], [0.6775, 0.3358, 4.1163], [2.0457, 0.4162, 4.3673], [2.9637, 0.2840, 3.3347], [2.4683, 0.0777, 2.0686], [3.5792, -0.0249, 0.5505], [1.1729, -0.0408, 1.8118], [0.2894, 0.0896, 2.8033], [0.1188, 0.5584, 6.1707], [-1.0728, -0.2991, 5.1801], [-0.8961, 1.4456, 5.0319], [2.4010, 0.5838, 5.3759], [4.0291, 0.3414, 3.5053], [-0.7543, -0.0092, 2.5343], [-9.3286, -0.0881, -0.3057], [-8.1797, -0.0679, -0.3034], [-6.7535, -0.0408, -0.2831], [-6.0898, 1.1834, -0.1310], [-4.7155, 1.2141, -0.1099], [-3.9832, 0.0183, -0.2352], [-4.6589, -1.2063, -0.3900], [-6.0330, -1.2351, -0.4120], [-2.5745, 0.0540, -0.1961], [-1.3629, 0.1282, -0.1393], [-6.6661, 2.0925, -0.0332], [-4.1865, 2.1501, 0.0051], [-4.0880, -2.1188, -0.4911], [-6.5660, -2.1679, -0.5293], [3.5572, -4.0478, -0.3267], [2.8419, -2.9602, -1.0635], [1.4972, -2.6987, -0.8511], [0.8272, -1.6776, -1.5677], [1.5863, -0.9089, -2.4909], [2.9160, -1.1608, -2.7261], [3.5318, -2.1973, -2.0228], [0.6895, 0.3066, -3.4308], [-0.6817, -0.0733, -3.4408], [1.4225, 0.6629, -4.5900], [0.7022, 1.6596, -2.3217], [1.6665, 2.7392, -2.5868], [2.6855, 2.9309, -1.4958], [1.8511, 3.2941, -0.1587], [1.8574, 4.4667, 0.1285], [1.3215, 2.2774, 0.3934], [2.8707, -4.6783, 0.2327], [4.2777, -3.6182, 0.3735], [4.1253, -4.6677, -1.0202], [0.9295, -3.3267, -0.1758], [-0.2499, -1.7580, -1.7300], [3.4534, -0.5875, -3.4715], [4.5715, -2.4257, -2.2262], [-0.2628, 2.0007, -2.3214], [1.1360, 3.6754, -2.7582], [2.1887, 2.4829, -3.5136], [3.3266, 3.7820, -1.7015], [3.2701, 2.0377, -1.2710]]}